C8H21N2O3PSTa as an isolated structure, computed with wB97M-V/def2-TZVPD.

Summary:
total charge: -1
HOMO-LUMO gap: 7.16 eV
HOMO: -4.53 eV
energy relative to the best compared isomer or geometry (same formula, charge and spin): 40.6 kcal per mole
multiplicity: 1

The geometry in XYZ format:
```
37
Properties=species:S:1:pos:R:3:nbo_charge:R:1
C -3.631 0.537 0.356 -0.636
C -3.341 -0.150 -1.044 -0.062
O -2.266 -1.053 -0.845 -0.560
C -1.098 -0.681 -1.595 -0.060
C -0.479 0.711 -1.211 -1.024
Ta 1.398 0.582 0.155 1.887
C 2.752 -0.168 -1.553 -0.674
O 2.014 -0.961 -2.577 -0.459
N 2.384 -0.492 -3.828 0.379
O 1.681 0.409 -4.151 -0.274
N 1.008 -1.466 0.769 -0.761
C 0.627 -1.575 2.002 0.402
C -0.802 -1.170 2.519 -0.718
C 1.564 -2.182 3.114 -0.695
P 1.805 3.087 -0.326 0.254
S 3.202 3.490 -1.639 -0.702
H -4.552 1.159 0.348 0.194
H -3.685 -0.312 1.083 0.206
H -2.773 1.167 0.679 0.216
H -3.107 0.625 -1.817 0.178
H -4.297 -0.640 -1.341 0.161
H -1.376 -0.636 -2.686 0.147
H -0.385 -1.529 -1.505 0.210
H -0.138 1.210 -2.159 0.240
H -1.187 1.415 -0.714 0.225
H 2.901 0.625 1.258 -0.400
H 0.419 1.132 1.662 -0.424
H 3.365 0.602 -2.072 0.223
H 3.488 -0.894 -1.100 0.203
H -1.493 -1.128 1.651 0.250
H -1.211 -1.951 3.211 0.201
H -0.784 -0.165 2.990 0.250
H 2.074 -1.398 3.709 0.240
H 0.914 -2.746 3.835 0.200
H 2.241 -2.909 2.623 0.229
H 2.192 3.741 0.900 -0.015
H 0.575 3.714 -0.703 -0.032
```

A single C13H11P molecule, computed with wB97M-V/def2-TZVPD.

Summary:
HOMO-LUMO gap (spin up / spin down): 7.89 / 6.37 eV
HOMO (spin up / spin down): -8.85 / -7.33 eV
energy relative to the best compared isomer or geometry (same formula, charge and spin): 53.8 kcal per mole
multiplicity: 1

The geometry in XYZ format:
```
25
Properties=species:S:1:pos:R:3:nbo_charge:R:1
C -2.189 1.910 0.024 -0.219
C -1.885 1.277 -1.131 -0.219
C -2.372 1.230 1.224 -0.209
C -1.562 -0.067 -1.091 -0.198
C -2.276 -0.225 1.219 -0.202
C -1.775 -0.826 0.086 -0.406
C 2.742 1.154 -0.138 -0.257
C 3.389 0.214 0.792 -0.340
C 1.543 0.586 -0.277 -0.117
C 1.164 -1.724 -0.348 -0.096
C 0.126 -2.537 -0.571 -0.621
C 2.622 -0.768 1.247 0.208
C 1.343 -0.659 0.610 -0.476
P -1.532 -2.578 -0.002 0.654
H -2.257 3.047 -0.227 0.222
H -1.725 1.845 -2.023 0.213
H -2.761 1.721 2.146 0.224
H -1.235 -0.529 -2.071 0.228
H -2.450 -0.768 2.118 0.221
H 3.114 2.079 -0.566 0.234
H 4.448 0.363 0.908 0.214
H 0.653 0.976 -0.937 0.228
H 2.084 -1.947 -0.873 0.209
H 0.376 -3.337 -1.362 0.231
H 0.416 -0.436 1.242 0.275
```

C36H25BF9NO6PRuS as an isolated structure, computed with wB97M-V/def2-TZVPD.

Summary:
expectation value of S²: 8.79
HOMO-LUMO gap (spin up / spin down): 4.04 / 6.03 eV
HOMO (spin up / spin down): -4.89 / -9.38 eV
energy relative to the best compared isomer or geometry (same formula, charge and spin): 13.8 kcal per mole
multiplicity: 6

The geometry in XYZ format:
```
81
Properties=species:S:1:pos:R:3:lowdin_spin:R:1
Ru -0.072 -1.616 1.036 2.669
N 1.303 -3.171 0.699 0.097
C 2.426 -3.162 1.607 0.012
C 1.889 -2.610 2.904 0.016
O 2.566 -2.577 3.917 0.028
O 0.629 -2.069 2.898 0.237
H 0.757 -4.059 0.902 0.006
H 1.639 -3.177 -0.229 0.007
H 3.216 -2.529 1.277 0.000
H 2.831 -4.157 1.789 0.002
O 0.952 -5.822 -5.044 0.001
C -0.386 -5.811 -4.843 0.002
O -1.074 -6.397 -5.645 0.002
C -0.891 -4.870 -3.737 0.019
C -1.138 -5.461 -2.475 -0.001
C -1.564 -4.655 -1.400 0.032
C -1.735 -3.241 -1.525 0.089
S -1.904 -2.082 -0.183 0.520
C -1.506 -2.682 -2.805 0.031
C -1.157 -3.516 -3.892 -0.002
H 1.549 -5.475 -4.352 0.000
H -0.936 -6.560 -2.347 0.000
H -1.703 -5.141 -0.423 0.002
H -1.763 -1.701 -3.093 0.004
H -1.139 -3.072 -4.875 0.000
F -5.863 2.838 4.209 0.000
C -5.630 1.521 4.109 0.004
F -5.893 0.959 5.388 0.002
F -6.614 1.002 3.346 0.002
C -4.264 1.218 3.528 0.025
C -3.379 2.325 3.235 0.001
C -2.318 2.045 2.423 0.026
C -1.905 0.741 2.157 0.112
C -2.596 -0.346 2.766 0.047
C -3.866 -0.087 3.311 0.004
P -0.650 0.533 0.809 0.259
C 0.539 1.776 1.338 0.036
C 0.824 2.920 0.605 0.011
C 1.394 4.056 1.175 0.004
C 1.980 3.905 2.473 0.011
C 1.946 2.726 3.152 0.000
C 1.135 1.631 2.614 0.023
C 2.454 5.057 3.374 0.001
F 1.679 5.073 4.547 0.001
F 2.319 6.342 2.828 0.000
F 3.781 5.041 3.834 0.001
C -1.221 1.105 -0.836 0.109
C -2.083 2.214 -0.909 0.079
C -2.574 2.653 -2.124 0.001
C -2.087 2.061 -3.378 0.146
C -1.124 1.024 -3.281 0.018
C -0.822 0.451 -2.034 0.099
C -2.696 2.574 -4.650 0.023
F -2.058 2.072 -5.793 0.002
F -2.593 3.929 -4.751 0.009
F -4.026 2.222 -4.862 0.011
H -3.606 3.358 3.518 0.000
H -1.656 2.875 2.098 0.002
H -2.254 -1.365 2.727 0.009
H -4.455 -0.978 3.628 0.001
H 0.604 2.951 -0.453 0.001
H 1.468 4.994 0.657 0.000
H 2.415 2.599 4.133 0.000
H 1.008 0.727 3.163 0.001
H -2.234 2.775 0.008 0.005
H -3.323 3.420 -2.140 -0.002
H -0.778 0.545 -4.192 -0.001
H -0.291 -0.499 -2.008 0.007
O 2.011 -0.489 -1.205 0.021
B 1.566 -0.591 0.163 0.088
O 2.726 -0.342 1.035 0.020
C 3.750 0.081 0.246 0.003
C 5.044 0.502 0.485 0.001
C 5.962 0.591 -0.574 0.000
C 5.555 0.436 -1.871 0.000
C 4.169 0.131 -2.217 0.001
C 3.311 0.014 -1.151 0.002
H 5.445 0.639 1.483 0.000
H 6.923 1.043 -0.331 0.000
H 6.278 0.574 -2.727 0.000
H 3.786 0.037 -3.240 0.000
```

The highest multiplicity belongs to which entry? C36H25BF9NO6PRuS

Which value of multiplicity does entry 3 give? 6

The lowest energy relative to the best compared isomer or geometry (same formula, charge and spin) belongs to which entry? C36H25BF9NO6PRuS